ORCA calculation (ωB97M-V/def2-TZVPD) on a structure of composition C33H41AlClF6LiN2O7S2 in a non-equilibrium geometry.

Values from the calculation:
E_tot, eV: -109479.17743
Net charge: 0
E_LUMO, eV: -4.78
HOMO-LUMO gap, Eh: 0.0498

Cartesian coordinates (Å):
H (-1.9715, 0.1495, 2.2603)
C (0.8860, 2.4370, -4.1731)
F (0.0386, -2.6598, 2.9484)
C (-4.2724, 7.6583, 5.4125)
C (1.3147, -2.3091, 0.4070)
H (4.3036, -1.5394, 3.7459)
C (4.5206, 0.5741, 3.6227)
C (1.0159, -3.6441, 0.9918)
H (-3.1309, 1.3177, -8.4199)
C (-0.2614, 1.4614, 2.2747)
H (-4.6385, 2.6090, -3.8201)
C (2.6347, 1.7419, 2.7524)
H (-1.7114, 6.9511, 6.3120)
C (-2.1461, 3.4865, 2.6551)
H (-3.1264, -6.9965, -0.8337)
F (-1.1556, -4.0774, 1.8006)
H (0.2283, 2.2707, -5.0277)
H (1.8396, 1.9448, -4.3551)
C (1.9526, 0.5535, 2.5975)
O (-2.7484, 3.0110, -6.5107)
H (-0.8564, -6.6377, -5.2152)
H (8.1606, 2.1269, 3.8453)
C (0.1068, 2.7887, 2.3745)
N (-3.7178, 2.3096, -6.6777)
C (-2.4166, 6.2017, 6.6714)
H (-4.6663, 7.9318, 6.3915)
C (0.0619, -3.7522, 2.2173)
C (-1.0678, 2.4433, -2.5257)
H (2.1269, -1.8296, 0.9428)
C (-2.4655, -7.5481, -4.1134)
H (3.7669, -3.4628, 1.4836)
O (4.3974, -2.7502, 1.3112)
S (-3.7085, 5.9533, 5.4494)
O (1.2323, -5.3192, -5.9865)
C (-2.6174, -6.9141, -1.7849)
H (1.0655, -6.6629, -7.5499)
C (3.8321, -0.6096, 3.4715)
H (-0.7371, -1.4823, 0.7331)
H (4.5128, 3.7709, 2.5887)
O (-4.8425, 2.5431, -6.2838)
H (4.2792, 3.5763, 4.3564)
Li (3.6466, -4.4088, -0.2161)
H (-1.9040, 5.2527, 6.8130)
C (0.8172, 0.0392, 0.6282)
C (6.0706, 2.9159, 3.6030)
F (0.6075, -4.5115, 0.0488)
C (1.6842, -6.3758, -6.6597)
C (-1.3550, -6.7283, -4.2590)
H (5.5161, 0.5105, 4.0345)
Cl (-0.3377, 5.1908, -1.4162)
H (1.7196, -7.3361, -6.0873)
C (-2.5302, 2.1647, 2.5280)
C (4.6420, 3.1095, 3.4424)
C (-0.8059, 3.8020, 2.5712)
C (0.2594, 1.8745, -2.9252)
S (1.8341, 3.2319, 2.2286)
H (-5.0619, 7.7331, 4.6682)
H (1.8798, -0.1039, 0.4559)
F (0.4771, -4.7566, 3.0034)
H (-0.0073, -5.3780, -3.3054)
H (-4.4517, 0.5250, -7.5095)
O (0.8055, 1.0005, -2.2793)
H (-0.9772, 3.5557, -2.3414)
H (2.0919, -1.5727, 2.8769)
Al (7.4568, 0.1360, 5.0082)
H (-2.8858, 4.2602, 2.8223)
H (0.5032, 0.8495, -0.0183)
H (1.7120, -2.5486, -0.5840)
C (-1.6061, 1.1608, 2.3535)
C (-3.5052, 1.0468, -7.4378)
O (-3.0304, 5.6876, 4.1524)
H (-2.8549, -8.1226, -4.9433)
C (-1.4995, -6.1061, -1.9440)
H (-1.4116, 1.9669, -1.6084)
F (-4.1630, -8.4156, -2.7296)
C (2.5699, -0.6194, 2.9741)
H (2.7048, -6.2836, -7.0931)
F (2.2550, -4.1172, 1.4499)
H (-1.8216, 2.2841, -3.3135)
H (1.0532, 3.5079, -4.0476)
H (-0.1053, -1.1864, -0.8474)
H (-1.1164, -5.5409, -1.1076)
H (-3.5876, 1.9550, 2.5734)
H (-0.4978, 4.8323, 2.6363)
C (3.9237, 1.7784, 3.2636)
H (-3.4450, 8.3122, 5.1374)
C (7.1639, 2.4823, 3.8292)
O (-3.7102, 2.8559, -3.6840)
C (0.1833, -1.2782, 0.1941)
H (-2.7740, 0.4586, -6.8919)
H (-2.8654, 6.5195, 7.6126)
C (-0.8748, -6.0127, -3.1771)
N (0.6685, 0.4101, 2.0540)
C (-3.0791, -7.6239, -2.8765)


ORCA calculation (ωB97M-V/def2-TZVPD) on a structure of composition C33H41N5P2Pt.

Values from the calculation:
Energy above the lowest of the compared OMol25 structures with the same formula, charge and spin, kcal/mol: 0.0
Multiplicity: 3
E_tot, eV: -64148.70370
Net charge: +2
⟨S²⟩: 2.0090
E_LUMO (spin up / spin down), eV: -4.78 / -7.09
HOMO-LUMO gap (spin up / spin down), Eh: 0.3050 / 0.2620

Cartesian coordinates (Å):
C (-0.7360, -3.1373, 1.2605)
H (-2.7084, -5.7577, -3.6902)
C (4.5386, 1.6736, 0.9537)
H (2.0769, 1.5092, 1.1578)
H (0.8667, 2.8687, -0.2828)
H (4.2434, 0.5456, -1.4719)
N (-0.6702, -1.7934, 0.6685)
H (5.5553, 1.9859, 0.7178)
H (-2.1891, 5.3314, -2.8436)
N (1.1940, 1.9469, -0.5771)
H (-3.6861, 5.1307, -0.7950)
H (-0.1247, -3.8144, 0.6652)
H (-2.9375, 2.7542, 0.3674)
H (2.9177, 4.0140, -1.0272)
H (-3.0676, -0.3717, -0.7572)
H (4.5279, 0.5861, 1.0498)
H (1.4966, 2.0256, -1.5451)
C (-3.4994, 0.5122, 2.4866)
C (2.3380, -1.9841, 0.0839)
H (1.8678, -2.0230, 1.0598)
N (-1.5250, 2.6959, -1.2712)
C (-2.9931, -3.8922, -2.6692)
H (0.6269, 3.8981, -3.1428)
C (3.5458, -1.9096, -2.4235)
C (-5.5545, 0.7079, 1.2463)
N (-2.1388, 4.5671, -2.1884)
C (2.1784, -1.7156, -2.3108)
H (-6.6050, 0.9645, 1.2074)
H (5.0030, 2.1201, -1.7702)
H (-0.3381, -3.1211, 2.2731)
C (0.0008, -0.7964, 5.7972)
C (-2.2269, -4.9265, -3.1921)
H (1.5834, -1.5472, -3.2024)
C (-0.2229, -3.8327, -2.4334)
C (-2.8428, 0.0265, 1.3536)
C (-1.3914, -1.3677, 3.9176)
C (-0.8471, -4.8969, -3.0701)
H (-1.6259, -2.2006, 5.8724)
H (-0.2482, -5.7077, -3.4628)
C (0.4070, 0.2299, 3.6675)
H (-2.9965, -2.0457, -1.6204)
C (-0.2917, 3.3489, -3.3639)
P (-0.2053, -1.4972, -0.9210)
H (-0.6706, 3.7185, -4.3157)
C (-0.6495, -0.4920, 3.1175)
H (5.3766, -2.3004, -1.3735)
H (-5.3392, 1.2216, 3.3177)
H (4.2681, 2.1177, 1.9154)
C (-3.5590, -0.0614, 0.1563)
C (4.0715, 1.6207, -1.5020)
C (3.4629, 3.6468, -0.1527)
C (-4.9061, 0.2564, 0.1022)
C (-2.5522, 3.2467, -0.5091)
H (0.8528, -3.8344, -2.3390)
H (0.9769, 0.9163, 3.0514)
H (4.0165, -1.8884, -3.3978)
N (2.2939, 1.4591, 0.1702)
C (-2.9378, 4.4106, -1.0748)
C (-1.0570, -1.5203, 5.2528)
C (-1.3004, 3.5230, -2.2824)
H (-2.9662, 0.6349, 3.4197)
H (-5.4487, 0.1560, -0.8292)
C (1.5681, -1.7760, -1.0543)
C (-2.3792, -2.8290, -2.0308)
Pt (-0.6275, 0.7774, -0.7945)
C (0.7300, 0.0801, 5.0091)
C (4.3092, -2.1441, -1.2842)
H (-2.2307, -1.9172, 3.5083)
H (4.3062, -2.3598, 0.8481)
P (-1.0483, -0.3004, 1.3779)
H (1.5460, 0.6479, 5.4363)
C (-0.9870, -2.7879, -1.9076)
H (0.2507, -0.9158, 6.8434)
H (3.3578, 1.8289, -2.3077)
C (3.7088, -2.1746, -0.0353)
C (-4.8462, 0.8483, 2.4301)
H (2.9622, 4.0051, 0.7515)
H (-1.7576, -3.5184, 1.2786)
C (3.5867, 2.1199, -0.1468)
H (-4.0712, -3.9165, -2.7549)
H (4.4511, 4.1051, -0.1826)
H (-0.0578, 2.2913, -3.4857)


ORCA calculation (ωB97M-V/def2-TZVPD) on a structure of composition C33H41NO10P4S3W in a non-equilibrium geometry.

Values from the calculation:
Energy above the lowest of the compared OMol25 structures with the same formula, charge and spin, kcal/mol: 91.0
E_tot, eV: -128344.50542
Net charge: 0
E_LUMO (spin up / spin down), eV: -0.83 / -0.83
HOMO-LUMO gap (spin up / spin down), Eh: 0.2409 / 0.2410

Cartesian coordinates (Å):
O (-1.3830, 0.5406, 1.6032)
C (1.8699, 3.2774, 0.2355)
C (-2.0991, -3.6707, -0.3518)
C (-5.0932, -1.9290, 2.8254)
O (-0.4601, 2.3303, 3.1605)
S (0.6406, -1.0830, 2.9958)
H (0.2260, 2.0332, -3.8479)
H (3.9594, 3.0305, 0.6983)
H (1.0173, -0.9239, 5.3261)
C (-1.4866, -4.2001, -4.1155)
C (-3.8793, -2.1681, 2.2030)
H (-0.0682, 2.9502, 0.3505)
C (-1.3605, -5.9589, -0.3306)
C (1.9287, 2.1720, -0.8367)
C (-1.7141, -0.7188, -0.9837)
N (-4.1611, 2.5740, 2.1375)
O (0.6484, 3.2091, 0.9725)
O (2.6890, 2.2532, -1.7681)
H (-4.5484, 2.0560, 1.3167)
H (-3.3205, 4.4025, -4.2918)
C (-2.6133, -4.0938, -4.9210)
P (-0.7449, -0.4514, -2.8706)
W (-0.1803, -0.1900, -0.0687)
C (-1.4590, 3.3474, -4.1040)
C (-2.7396, 2.9134, 1.7412)
H (-0.3011, -4.3394, 0.6042)
H (-7.0161, -0.9916, 2.6591)
C (-2.9875, 1.2304, -3.1543)
H (-3.9476, -3.2922, -1.3809)
H (-0.8584, 4.1758, -4.4575)
C (1.0229, -0.2054, 4.5070)
H (2.8637, 2.0485, 1.6948)
O (-3.9140, 1.8529, -0.3632)
C (-1.6555, -1.8613, -3.5729)
S (1.0637, -1.9553, -0.3756)
C (-3.4145, -5.3677, -1.4348)
H (-4.2854, -5.6517, -2.0109)
H (1.1047, 4.8335, -1.0439)
C (-0.8475, 2.1494, -3.7660)
H (-1.3594, 4.5528, 1.9121)
C (-2.3781, 4.3149, 2.2133)
H (-2.6743, 4.2193, -1.5627)
H (-4.3855, -0.4727, -0.6819)
H (-2.6315, -7.3622, -1.3354)
H (2.0006, -2.7788, 2.1081)
H (-2.9827, -4.9605, -5.4550)
C (-3.2248, -4.0433, -1.0843)
C (3.0029, 3.0210, 1.2186)
C (-3.6014, 2.4160, -3.5266)
H (2.9318, -1.7164, 3.1952)
H (3.0030, 3.7991, 1.9842)
H (-4.7176, 3.4052, 2.3204)
H (2.8670, 4.6761, -1.0675)
C (1.9956, -2.2565, 3.0620)
H (-4.6712, 2.5226, -3.4074)
C (-3.2558, -2.8740, -5.0526)
H (-3.1118, -2.7366, 2.7171)
C (-6.0655, -1.1787, 2.1753)
H (-5.2762, -2.3162, 3.8191)
O (-2.6288, 1.1638, 3.7488)
H (-3.5719, 0.4425, -2.7031)
C (-1.6135, 1.0846, -3.3007)
H (0.1615, 2.5656, 2.4219)
H (-0.9756, -5.1482, -4.0149)
P (-1.9893, -1.9543, 0.2120)
O (1.0340, -0.1180, 1.8861)
S (1.0581, -0.4822, -3.5656)
O (-1.3074, 2.1653, -0.4881)
H (2.0022, 0.2580, 4.3935)
H (-4.1232, -2.7824, -5.6942)
H (-2.4306, 4.3815, 3.3019)
C (-4.6002, -0.9052, 0.2838)
C (-1.1719, -4.6330, 0.0352)
C (-2.7739, -1.7510, -4.3894)
H (-3.0398, 5.0555, 1.7610)
H (-0.1122, -3.1602, -2.8365)
C (-5.8178, -0.6688, 0.9082)
H (0.2584, 0.5519, 4.6557)
O (-2.8239, 4.1712, -0.6060)
H (-3.2581, -0.7975, -4.5390)
C (-1.0079, -3.0921, -3.4418)
C (-3.6307, -1.6625, 0.9278)
H (2.0531, 5.4142, 0.3360)
H (-6.5743, -0.0856, 0.3972)
O (1.1487, 1.1499, -0.5979)
H (-4.0920, 1.9632, 2.9787)
H (-0.6344, -6.7061, -0.0374)
C (-2.8388, 3.4756, -4.0028)
H (1.8146, -2.9493, 3.8835)
P (-1.7538, 1.5943, 2.6254)
C (-2.4817, -6.3258, -1.0596)
P (-2.6796, 2.6491, -0.0913)
C (1.9864, 4.6405, -0.4297)


ORCA calculation (ωB97M-V/def2-TZVPD) on a structure of composition C33H41NO10P4S3W.

Values from the calculation:
Energy above the lowest of the compared OMol25 structures with the same formula, charge and spin, kcal/mol: 62.0
E_tot, eV: -128345.76118
Net charge: 0
E_LUMO (spin up / spin down), eV: -0.24 / -0.23
HOMO-LUMO gap (spin up / spin down), Eh: 0.2430 / 0.2431

Cartesian coordinates (Å):
P (1.9917, 0.9128, -0.8695)
H (-4.9611, 0.2356, 0.9648)
H (-3.4734, 0.6407, -2.6963)
H (-2.9413, -3.8125, -3.3381)
H (-4.1326, -3.0444, -0.4165)
H (-1.2827, -1.2303, -5.8490)
C (4.0819, -1.5399, 1.9660)
C (-1.4139, -0.3468, 5.0972)
C (-0.0624, 4.8539, -2.1828)
C (-3.2412, 2.4392, 0.8490)
H (-4.2673, -0.1020, -3.9951)
H (-2.2728, -4.5589, 2.4611)
W (0.1160, -1.6337, -1.1520)
H (2.4728, 2.7602, -3.0133)
H (-1.1443, -2.5367, 1.5354)
O (-0.5241, 0.1393, -2.0626)
C (1.1646, 2.4835, -1.3376)
P (-0.6670, 0.5310, -3.5523)
H (-3.1441, 3.2718, 0.1559)
H (-0.3120, 2.4394, 0.1960)
H (1.4065, 4.8645, -3.7505)
S (1.2170, -2.8036, 0.8883)
C (-3.9537, -0.1676, 0.8588)
H (2.5317, 1.2101, 3.2061)
O (-3.8889, 1.2237, -1.3508)
H (-2.4629, 2.5005, 1.6075)
H (-3.4540, -0.2983, 1.8174)
H (6.1326, -2.0597, 2.3118)
O (0.4629, 0.4121, -4.4772)
H (-0.7429, -4.7724, 1.5769)
C (-1.6506, 0.3269, 3.9087)
S (1.9405, -1.5737, -2.1550)
H (1.4345, -1.9715, 4.2429)
C (5.6001, -0.2218, 3.2794)
H (-0.6764, 2.7089, -3.5061)
O (-1.8378, -2.4166, 0.8715)
C (1.6373, 3.1696, -2.4567)
H (-3.0515, -1.2373, -5.9123)
C (0.3299, -0.6548, 2.9531)
O (-2.2690, -4.7430, -1.7002)
C (-2.1775, -0.6612, -5.6037)
C (-3.8074, -3.7145, 0.3776)
H (-2.1489, -5.7648, 1.1669)
H (-4.2301, 2.4408, 1.3052)
C (-1.6660, -4.0581, -0.8907)
H (6.5878, -0.0625, 3.6923)
C (-0.7795, 0.1684, 2.8369)
C (-2.2933, -3.7244, 0.4786)
C (4.6996, 0.9881, -0.2625)
C (4.5909, 0.7004, 3.5274)
O (-0.6141, -2.2415, -3.2033)
C (3.4871, 1.6447, -0.0744)
S (-3.0069, 0.9606, -0.1407)
C (4.6648, 3.4218, 1.0702)
O (-3.0141, -2.9629, -3.8274)
H (4.6513, 4.3761, 1.5821)
C (0.0635, 2.9947, -0.6572)
P (1.4234, -0.8856, 1.5131)
H (-2.1322, 0.2747, -6.1647)
H (-0.1205, -1.7024, 6.1444)
H (4.7931, 1.5775, 4.1283)
C (-2.2010, -0.3938, -4.1063)
C (0.8779, -0.0058, 0.1661)
C (0.5663, -1.3280, 4.1503)
H (-4.2358, -3.4017, 1.3308)
C (3.4851, 2.8686, 0.5993)
O (-0.4527, -3.6108, -1.0728)
C (1.0303, 4.3456, -2.8779)
H (6.7911, 3.1826, 1.2461)
P (-2.0848, -1.9074, -3.0961)
C (5.3456, -1.3422, 2.5041)
H (-0.5353, 5.7716, -2.5079)
C (-1.8293, -4.7730, 1.4860)
O (-2.4904, -1.6326, -1.6744)
H (6.8193, 1.0119, 0.0686)
C (5.8825, 1.5332, 0.2201)
C (3.3236, 0.4971, 3.0070)
H (-2.0915, -0.2259, 5.9324)
H (3.8730, -2.4093, 1.3548)
O (-1.3378, 1.9989, -3.5570)
C (-0.3049, -1.1765, 5.2167)
C (-0.5413, 4.1750, -1.0704)
C (5.8671, 2.7515, 0.8816)
C (3.0689, -0.6223, 2.2174)
H (-3.9518, -1.1118, 0.3259)
H (-1.3904, 4.5715, -0.5265)
H (-2.5137, 0.9768, 3.8209)
H (-4.1600, -4.7154, 0.1343)
N (-3.4166, 0.3976, -3.7395)
H (-3.3837, 1.2942, -4.2243)
H (4.7090, 0.0474, -0.8024)
H (2.5491, 3.3979, 0.7357)
H (-0.9307, 0.6667, 1.8850)


ORCA calculation (ωB97M-V/def2-TZVPD) on a structure of composition C33H42BrIIrN3O5PSe2.

Values from the calculation:
Energy above the lowest of the compared OMol25 structures with the same formula, charge and spin, kcal/mol: 7.5
Multiplicity: 6
E_tot, eV: -270557.55018
Net charge: +2
⟨S²⟩: 8.7781
E_LUMO (spin up / spin down), eV: -5.13 / -8.45
HOMO-LUMO gap (spin up / spin down), Eh: 0.2586 / 0.1749

Cartesian coordinates (Å):
H (-5.2236, -3.9729, 4.0373)
C (-1.7340, 2.2222, -3.1616)
H (3.5287, -0.5594, 5.6770)
H (0.1460, -1.4634, -3.2353)
H (-2.4167, 1.1836, 1.7261)
H (-2.6762, 1.6809, -3.0483)
C (-2.1938, -2.4099, -1.8427)
O (-0.9273, -1.9961, -1.3028)
H (0.4685, -2.5937, 0.0326)
H (-1.5490, -6.7689, 4.9730)
C (-0.8783, 1.6094, -4.2612)
C (-1.7816, -4.0742, 3.8082)
C (-2.4666, -1.3322, 1.3183)
Br (-3.7389, 2.5623, 3.9467)
H (-1.4064, 1.6559, -5.2132)
H (-1.2804, 4.1436, 4.6026)
C (0.4648, 2.6467, 2.1247)
H (-2.0030, 3.2450, -3.4290)
C (0.2460, 4.7826, -2.3579)
C (2.9649, -0.5676, 4.7546)
H (1.4422, 2.6183, 1.6678)
H (-0.9438, -3.6574, -0.0800)
C (0.5296, -3.9484, -1.6414)
H (-0.3327, 5.4032, -1.6761)
H (-2.0269, -3.2396, -2.5368)
H (-4.7427, -2.1865, 2.3311)
P (-0.9530, 2.3099, -1.5085)
O (-0.9312, -4.8663, 4.4506)
N (-0.4577, 1.8264, 1.6183)
C (-1.6944, -5.7365, 5.2929)
H (0.9955, 4.1441, 3.5575)
H (-3.8861, -1.4672, -2.7500)
C (1.5787, -0.5262, 4.7649)
C (3.3962, 0.4941, -2.9541)
H (-0.5046, -2.8169, 2.5781)
H (-0.1240, -4.3673, -2.4059)
H (1.1934, 2.8397, -2.4117)
C (-1.0438, 3.4951, 3.7708)
C (3.1542, -0.2075, -4.1286)
C (-2.6118, -2.4209, 2.3830)
H (-2.7389, 2.6472, 0.0377)
C (-3.9454, -2.7500, 2.7961)
C (1.9854, -0.9395, -4.2353)
C (2.8451, -0.6016, 2.3830)
C (2.4452, 0.4239, -1.9546)
H (-3.7903, 3.7321, -1.8712)
H (-2.3494, -0.9906, -3.4729)
C (-1.5069, -3.0753, 2.8852)
H (1.0257, -0.4787, 5.6918)
Se (3.7554, -0.6513, 0.6852)
O (-3.4896, -1.0447, 0.7078)
H (0.9879, 3.4912, -0.7961)
C (-2.1246, 3.3409, -0.5346)
H (-0.2819, 4.7353, -3.3094)
H (0.9854, -4.7833, -1.1096)
H (-1.5177, 3.8926, 0.1889)
H (3.8735, -0.1887, -4.9354)
C (-0.2272, -3.0678, -0.6651)
N (1.5251, -0.5949, 2.3746)
N (1.2945, -0.2410, -2.0619)
H (1.1941, 5.2879, -2.5377)
C (-3.1095, -4.3929, 4.2191)
C (-2.8430, -1.2404, -2.5347)
H (4.7002, -0.5776, 3.4729)
O (-1.3080, -0.8372, 1.2209)
H (-1.4182, -5.5693, 6.3340)
O (-3.0648, -5.3740, 5.1052)
H (-2.8266, -0.3717, -1.8732)
C (-1.6715, 1.8296, 2.1692)
C (0.9071, -0.5338, 3.5528)
Ir (-0.1625, 0.3210, -0.2617)
C (0.2141, 3.4953, 3.1892)
C (1.0779, -0.9223, -3.1871)
C (-4.2220, -3.7267, 3.7199)
C (-1.9972, 2.6392, 3.2445)
C (-3.0504, 4.2869, -1.2959)
H (4.3020, 1.0648, -2.8082)
C (0.5007, 3.3967, -1.7721)
H (-0.1740, -0.4915, 3.5120)
I (-4.9928, 1.1948, -0.3070)
Se (2.7200, 1.2412, -0.2491)
H (1.3272, -3.3905, -2.1305)
C (3.6213, -0.5881, 3.5347)
H (-0.6552, 0.5653, -4.0587)
H (-3.5931, 4.9056, -0.5814)
H (-2.8232, -2.7664, -1.0219)
H (0.0664, 2.1410, -4.3869)
H (1.7638, -1.5147, -5.1225)
H (-2.5227, 4.9549, -1.9735)